Entry i
ORCA calculation (wB97M-V/def2-TZVPD) on an isolated molecule of C2H4N2.

Last column: Mulliken charge in e.
Geometry (Å):
C1 -0.80237 0.39376 0.08161  -0.227
C2 0.17658 -0.35103 -0.66098  -0.018
N1 1.27246 -0.34914 0.32424  -0.380
N2 0.52531 0.88346 -0.09492  -0.318
H1 -1.52198 0.92128 -0.34463  0.323
H2 -0.99229 -0.10891 1.11292  0.144
H3 0.14684 -0.58540 -1.65901  0.249
H4 1.19546 -0.80403 1.24078  0.227

Properties
Frontier orbital gap ... 11.2 eV
HOMO ... -10.00 eV
2S+1 ... 1
Total charge ... 0
SMILES ... C1[C@@H]2NN12

---

Entry ii
ORCA calculation (wB97M-V/def2-TZVPD) on an isolated molecule of C2H4N2.

Last column: Mulliken charge in e.
Geometry (Å):
N1 -1.02344 -0.47711 0.07098  -0.484
C1 -0.06960 0.51914 0.05782  -0.211
C2 1.48302 -0.09535 -0.79413  -0.127
N2 1.79908 -0.10001 0.35249  -0.282
H1 -1.15138 -0.93783 -0.82059  0.276
H2 -0.90096 -1.15521 0.81147  0.265
H3 0.08541 0.97398 1.02979  0.307
H4 -0.22212 1.27239 -0.70783  0.256

Properties
Frontier orbital gap ... 11.2 eV
HOMO ... -10.34 eV
2S+1 ... 1
Total charge ... 0
SMILES ... N#CCN

---

Entry iii
ORCA calculation (wB97M-V/def2-TZVPD) on an isolated molecule of C2H4N2.

Last column: Mulliken charge in e.
Geometry (Å):
C1 -1.53489 -0.03912 0.04593  -0.256
C2 1.59252 0.01942 -0.16002  -0.261
H1 -2.64930 0.11846 -0.27421  0.213
H2 -1.47955 0.29341 0.92136  0.343
H3 1.37573 1.19338 -0.45739  0.211
H4 2.63300 -0.26353 0.23994  0.253
N1 -0.51140 -0.57754 -0.50015  -0.148
N2 0.57389 -0.74448 0.18455  -0.354

Properties
Frontier orbital gap ... 10.0 eV
HOMO ... -9.43 eV
2S+1 ... 1
Total charge ... 0
SMILES ... C=NN=C

---

Entry iv
ORCA calculation (wB97M-V/def2-TZVPD) on a cluster of 2 separate species, C2H4N2 in total.

Last column: Mulliken charge in e.
Geometry (Å):
C1 0.21405 1.01888 -0.72074  -0.113
C2 -0.71942 1.19654 0.16797  -0.057
N1 0.49779 0.48802 0.56504  -0.364
N2 -0.07168 -1.56428 0.31928  -0.589
H1 0.59503 0.98504 -1.70829  0.334
H2 -1.55429 1.61980 0.58229  0.379
H3 0.46162 -1.79659 1.16126  0.217
H4 0.57690 -1.94743 -0.36683  0.192

Properties
Frontier orbital gap (spin up / spin down) ... 8.5 / 9.8 eV
HOMO (spin up / spin down) ... -7.75 / -8.76 eV
2S+1 ... 1
Total charge ... 0

---

Energy relative to the most stable one, in kcal/mol: entry i 39.7; entry ii 0.0; entry iii 29.2; entry iv 80.8

---

Entry i
ORCA calculation (wB97M-V/def2-TZVPD) on a cluster of 2 separate species, C2H4N2 in total.

Last column: Mulliken charge in e.
Geometry (Å):
C1 1.42732 -0.59326 -0.28521  -0.030
C2 1.28564 0.50223 0.22481  -0.651
H1 -1.02232 0.92749 -0.72482  0.235
H2 -1.02962 -0.56012 0.98893  0.216
H3 1.76761 -1.47540 -0.84731  0.332
H4 1.33587 1.40405 0.78796  0.333
N1 -1.86359 0.34223 -0.53168  -0.233
N2 -1.90091 -0.54722 0.38732  -0.201

Properties
Frontier orbital gap ... 10.0 eV
HOMO ... -9.25 eV
2S+1 ... 1
Total charge ... 0
SMILES ... [H]/N=N\[H].C#C

---

Entry ii
ORCA calculation (wB97M-V/def2-TZVPD) on a cluster of 2 separate species, C2H4N2 in total.

Last column: Mulliken charge in e.
Geometry (Å):
C1 -1.90862 0.05694 0.19538  0.585
C2 -1.01539 -0.95461 0.28833  -0.908
N1 -2.63150 0.82597 -0.26498  -0.371
N2 0.86398 0.87559 -0.02989  -0.491
H1 -0.51774 -1.31808 1.14220  0.419
H2 -0.75989 -1.43560 -0.63921  0.273
H3 0.30352 1.73608 0.31814  0.252
H4 0.98070 0.47350 0.92744  0.241

Properties
Frontier orbital gap (spin up / spin down) ... 9.0 / 9.7 eV
HOMO (spin up / spin down) ... -9.73 / -11.12 eV
2S+1 ... 1
Total charge ... 0

---

Energy relative to the most stable one, in kcal/mol: entry i 3.6; entry ii 0.0

---

Entry i
ORCA calculation (wB97M-V/def2-TZVPD) on an isolated molecule of C2H4O2S.

Last column: Mulliken charge in e.
Geometry (Å):
C1 -0.24470 -0.01847 -0.84864  -0.440
C2 -0.28326 0.02977 0.88158  -0.526
O1 -2.50813 1.21987 0.09260  -0.582
O2 -2.59068 -1.19062 0.00662  -0.581
S1 -1.75818 -0.00500 -0.06711  0.917
H1 0.17378 0.84093 -1.35686  0.292
H2 0.11935 -0.94924 -1.31600  0.321
H3 0.23825 -0.85522 1.28434  0.278
H4 -0.19770 0.90210 1.52171  0.321

Properties
Frontier orbital gap ... 11.4 eV
HOMO ... -10.74 eV
2S+1 ... 1
Total charge ... 0
SMILES ... O=S1(=O)CC1

---

Entry ii
ORCA calculation (wB97M-V/def2-TZVPD) on an isolated molecule of C2H4O2S.

Last column: Mulliken charge in e.
Geometry (Å):
C1 -0.09947 0.59010 -0.18886  -0.233
C2 -1.28864 -0.29579 -0.04647  -0.741
O1 2.80112 0.89042 -0.02472  -0.504
O2 1.87773 -1.36687 -0.13202  -0.464
S1 1.62240 -0.00536 0.19712  0.790
H1 -0.25332 1.63363 0.19646  0.311
H2 -1.79021 -0.21225 -1.03718  0.275
H3 -1.87821 0.06997 0.87125  0.263
H4 -0.99139 -1.30384 0.16441  0.302

Properties
Frontier orbital gap (spin up / spin down) ... 8.1 / 7.9 eV
HOMO (spin up / spin down) ... -9.56 / -9.36 eV
2S+1 ... 1
Total charge ... 0
SMILES ... CC=S(=O)=O

---

Energy relative to the most stable one, in kcal/mol: entry i 0.0; entry ii 14.0

---

Entry i
ORCA calculation (wB97M-V/def2-TZVPD) on a cluster of 2 separate species, C2H4O2S in total.

Last column: Mulliken charge in e.
Geometry (Å):
C1 -0.68865 -1.09945 0.23236  0.054
C2 0.23526 -1.82093 0.86375  -0.342
O1 -1.66949 1.40445 0.13290  -0.451
O2 0.94146 1.53830 -0.69979  -0.593
S1 -1.75142 0.01522 -0.33510  0.181
H1 1.40529 2.43574 -0.83618  0.294
H2 1.23509 -1.59480 0.50309  0.249
H3 -0.00252 -2.52499 1.57691  0.299
H4 0.29498 1.64647 -1.43795  0.308

Properties
Frontier orbital gap ... 9.0 eV
HOMO ... -9.23 eV
2S+1 ... 1
Total charge ... 0

---

Entry ii
ORCA calculation (wB97M-V/def2-TZVPD) on an isolated molecule of C2H4O2S.

Last column: Mulliken charge in e.
Geometry (Å):
C1 0.29290 0.12912 0.18918  0.547
C2 -0.93657 -0.62490 0.04633  -1.147
O1 2.89750 0.13362 0.03050  -0.542
O2 0.33556 1.46157 0.09871  -0.469
S1 1.71763 -0.75176 0.10338  0.250
H1 -1.40001 -0.16630 -0.84614  0.323
H2 -1.55010 -0.28788 0.76809  0.390
H3 -0.86828 -1.74559 -0.18533  0.321
H4 -0.48863 1.85211 -0.20472  0.328

Properties
Frontier orbital gap ... 8.6 eV
HOMO ... -8.40 eV
2S+1 ... 1
Total charge ... 0

---

Entry iii
ORCA calculation (wB97M-V/def2-TZVPD) on a cluster of 2 separate species, C2H4O2S in total.

Last column: Mulliken charge in e.
Geometry (Å):
C1 -1.53201 -0.62712 -0.69964  -0.384
C2 2.45852 0.92676 0.36090  -0.103
O1 1.77186 -0.01275 0.54533  -0.328
O2 -3.44798 -1.20920 0.88435  -0.497
S1 -2.92994 -0.15921 -0.03672  0.316
H1 -1.05984 -1.48567 -0.27039  0.240
H2 -0.80334 -0.26236 -1.40995  0.321
H3 3.30641 1.18117 1.12103  0.231
H4 2.23631 1.64838 -0.49491  0.204

Properties
Frontier orbital gap ... 9.6 eV
HOMO ... -9.66 eV
2S+1 ... 1
Total charge ... 0

---

Entry iv
ORCA calculation (wB97M-V/def2-TZVPD) on a cluster of 2 separate species, C2H4O2S in total.

Last column: Mulliken charge in e.
Geometry (Å):
C1 -1.75687 -1.24017 -0.70933  -0.107
C2 1.57550 1.52653 0.74662  -0.462
O1 -2.04977 -0.13384 -0.40823  -0.367
O2 1.00604 -0.99989 0.42276  -0.474
S1 1.67106 0.16957 -0.18572  0.362
H1 -1.48613 -1.26652 -1.79586  0.265
H2 -1.64934 -2.17551 -0.03059  0.205
H3 0.73863 1.60798 1.38195  0.253
H4 1.95088 2.51185 0.57840  0.326

Properties
Frontier orbital gap ... 9.2 eV
HOMO ... -9.81 eV
2S+1 ... 1
Total charge ... 0

---

Energy relative to the most stable one, in kcal/mol: entry i 34.5; entry ii 0.0; entry iii 22.4; entry iv 25.3

---

Entry i
ORCA calculation (wB97M-V/def2-TZVPD) on a cluster of 2 separate species, C2H4O2S in total.

Last column: Mulliken charge in e.
Geometry (Å):
C1 -1.19253 0.26024 0.64211  -0.068
C2 -0.73697 -0.70922 -0.33838  0.392
O1 -1.64275 0.24965 -0.67845  -0.342
O2 1.90741 0.54241 -0.48885  -0.625
S1 -0.00696 -1.96773 -0.87198  -0.399
H1 -1.96370 0.01369 1.35857  0.227
H2 -0.55399 1.09416 0.83191  0.199
H3 2.31606 -0.19145 -0.88041  0.301
H4 1.87343 0.70826 0.42547  0.315

Properties
Frontier orbital gap ... 9.4 eV
HOMO ... -9.09 eV
2S+1 ... 1
Total charge ... 0
SMILES ... S=C1CO1.O

---

Entry ii
ORCA calculation (wB97M-V/def2-TZVPD) on an isolated molecule of C2H4O2S.

Last column: Mulliken charge in e.
Geometry (Å):
C1 -0.81488 -0.35216 -0.84962  0.052
C2 0.05030 0.09359 0.27401  -1.103
O1 -2.82523 2.74805 -1.44822  -0.503
O2 -1.68306 0.58615 -1.23492  -0.255
S1 -1.55940 2.15870 -0.91812  0.428
H1 -0.91332 -1.29779 -1.36389  0.411
H2 0.71356 -0.53229 0.81747  0.308
H3 -0.59678 0.69740 0.97976  0.323
H4 0.55999 0.93577 -0.13505  0.340

Properties
Frontier orbital gap (spin up / spin down) ... 8.7 / 7.0 eV
HOMO (spin up / spin down) ... -8.37 / -7.68 eV
2S+1 ... 1
Total charge ... 0

---

Energy relative to the most stable one, in kcal/mol: entry i 0.0; entry ii 18.0

---

Entry i
ORCA calculation (wB97M-V/def2-TZVPD) on a cluster of 2 separate species, C4H3I in total.

Last column: Mulliken charge in e.
Geometry (Å):
C1 0.39739 3.21443 -0.99558  -0.381
C2 0.11142 2.12636 -0.48199  0.038
C3 0.65783 -0.09096 -0.00258  -0.454
C4 -0.23763 0.81322 -0.36788  0.012
I1 -2.78465 -2.66808 0.96607  -0.004
H1 0.41696 -1.11725 0.47703  0.215
H2 1.60916 0.45890 0.34668  0.282
H3 -1.25951 0.52632 -0.61697  0.294

Properties
Frontier orbital gap (spin up / spin down) ... 6.5 / 7.3 eV
HOMO (spin up / spin down) ... -10.22 / -10.12 eV
2S+1 ... 1
Total charge ... 0

---

Entry ii
ORCA calculation (wB97M-V/def2-TZVPD) on a cluster of 2 separate species, C4H3I in total.

Last column: Mulliken charge in e.
Geometry (Å):
C1 0.02045 -0.80521 -0.30840  0.017
C2 0.93317 -1.27161 0.47733  0.825
C3 -0.83821 -0.05635 -1.02510  -0.902
C4 1.65543 -1.63361 1.44100  -0.698
I1 2.97509 -2.93443 2.27353  0.221
H1 -0.71472 1.10875 -0.76763  0.198
H2 -1.37128 -0.39960 -1.82294  0.327
H3 2.29341 0.04270 2.86560  0.012

Properties
Frontier orbital gap (spin up / spin down) ... 7.6 / 8.0 eV
HOMO (spin up / spin down) ... -8.10 / -9.01 eV
2S+1 ... 1
Total charge ... 0

---

Energy relative to the most stable one, in kcal/mol: entry i 0.0; entry ii 15.5